# 1
Formula: C5HN2O4
Source: OMol25
Level of theory: ωB97M-V with the def2-TZVPD basis set

SMILES = O=C=N[C@@H]1C(=O)C(=O)/C1=N\[O-]
frontier orbital gap = 7.02 eV
total charge = -1
DFT total energy = -16369.122 eV
HOMO = -4.004 eV
relative energy (zero: lowest compared OMol25 entry of this formula, charge and spin) = 2.721 eV

Cartesian coordinates (Å):
O 0.13 -3.36 0.57
C 0.19 -2.20 0.73
N 0.04 -1.12 1.21
C 0.13 0.24 0.88
C -1.25 0.80 0.43
O -2.09 1.42 1.06
C -0.84 0.77 -1.00
O -1.39 0.91 -2.08
C 0.54 0.55 -0.53
N 1.77 0.47 -0.95
O 2.14 0.65 -2.11
H 0.63 0.88 1.81

=====

# 2
Formula: C8H25CdN2O5
Source: OMol25
Level of theory: ωB97M-V with the def2-TZVPD basis set

frontier orbital gap = 8.51 eV
total charge = -1
DFT total energy = -26482.937 eV
HOMO = -5.445 eV
relative energy (zero: lowest compared OMol25 entry of this formula, charge and spin) = 0.000 eV

Cartesian coordinates (Å):
Cd 0.23 -2.04 -1.03
O 0.94 -0.37 -0.10
H 1.85 -0.65 -0.19
O 1.55 -3.76 -1.04
H 2.42 -3.65 -1.41
O -1.77 -2.58 -1.34
H -1.60 -3.50 -1.60
C 1.02 1.47 -4.25
C 0.37 1.42 -2.84
C -0.46 2.74 -2.53
O 0.30 3.84 -2.26
C 0.85 3.78 -0.92
N -0.56 0.17 -2.71
H 1.98 2.02 -4.33
H 0.39 1.93 -4.97
H 1.18 0.43 -4.59
H 1.09 1.24 -2.10
H -1.03 2.61 -1.58
H -1.17 3.05 -3.33
H 0.11 4.03 -0.15
H 1.55 4.62 -0.81
H 1.31 2.86 -0.55
H -0.95 0.21 -1.78
H -1.36 0.28 -3.31
C -2.19 0.33 3.29
C -0.84 -0.36 3.54
C -0.79 -1.73 2.82
O 0.31 -2.44 3.34
C 0.89 -3.38 2.38
N 0.26 0.54 3.18
H -2.01 1.37 3.34
H -2.90 -0.13 3.95
H -2.51 0.14 2.24
H -0.74 -0.55 4.59
H -0.59 -1.50 1.73
H -1.77 -2.24 2.90
H 1.21 -2.94 1.45
H 0.15 -4.14 2.17
H 1.73 -3.80 2.85
H 0.99 0.30 3.75
H 0.60 0.38 2.18

=====

# 3
Formula: C18H33N5O3S
Source: OMol25
Level of theory: ωB97M-V with the def2-TZVPD basis set

frontier orbital gap = 9.84 eV
DFT total energy = -43627.092 eV
HOMO = -9.756 eV
relative energy (zero: lowest compared OMol25 entry of this formula, charge and spin) = 0.000 eV

Cartesian coordinates (Å):
C 1.25 -3.04 -2.88
C 1.52 -2.59 -4.24
N 1.76 -2.24 -5.31
H 0.56 -2.36 -2.40
H 2.19 -3.02 -2.33
H 0.86 -4.05 -2.85
C -0.80 -5.04 0.10
C -1.32 -4.63 -1.20
N -1.71 -4.26 -2.21
H -1.10 -6.07 0.32
H -1.21 -4.39 0.86
H 0.29 -4.98 0.13
C -4.66 0.10 3.85
C -4.20 0.49 2.51
N -3.84 0.79 1.46
H -4.26 -0.89 4.07
H -5.74 0.17 3.91
H -4.25 0.83 4.55
C -2.25 1.88 -3.19
C -2.94 3.16 -3.31
N -3.45 4.17 -3.42
H -1.20 2.01 -3.44
H -2.70 1.09 -3.79
H -2.26 1.58 -2.14
C -1.07 -0.47 0.13
C -2.04 -1.53 0.42
N -2.80 -2.35 0.63
H -0.09 -0.88 0.37
H -1.25 0.42 0.72
H -1.14 -0.24 -0.93
C 1.78 2.97 -1.96
S 2.10 1.22 -1.75
O 0.90 0.51 -2.26
C 3.30 1.15 -3.08
H 2.70 3.50 -1.67
H 1.04 3.30 -1.23
H 1.50 3.27 -2.96
H 4.08 1.88 -2.89
H 2.78 1.38 -4.01
H 3.73 0.15 -3.15
C 2.51 -0.91 2.17
C 2.69 -2.20 1.41
O 1.84 -3.05 1.39
C 4.02 -2.40 0.69
H 3.31 -0.90 2.91
H 1.52 -0.91 2.61
H 2.66 -0.11 1.44
H 4.70 -1.58 0.90
H 3.80 -2.46 -0.37
H 4.43 -3.36 1.00
C 0.27 3.79 2.34
C -0.66 2.88 3.10
O -0.47 1.69 3.14
C -1.85 3.54 3.74
H 1.23 3.29 2.22
H 0.38 4.77 2.79
H -0.13 3.85 1.32
H -1.44 4.23 4.49
H -2.45 2.79 4.26
H -2.42 4.10 3.01

=====

# 4
Formula: C4H9NO
Source: OMol25
Level of theory: ωB97M-V with the def2-TZVPD basis set

SMILES = CC(C)NC=O
frontier orbital gap = 10.04 eV
DFT total energy = -7830.147 eV
HOMO = -9.166 eV
relative energy (zero: lowest compared OMol25 entry of this formula, charge and spin) = 2.173 eV

Cartesian coordinates (Å):
C 1.64 0.23 0.00
C -0.15 0.46 0.06
C -0.76 1.12 -1.20
N -0.92 -0.74 0.31
C -0.80 -1.47 1.46
O -0.29 -1.05 2.48
H 2.29 1.13 -0.13
H 1.79 -0.42 -0.84
H 2.09 -0.25 0.90
H 0.22 0.98 0.90
H -1.83 1.40 -1.25
H -0.62 0.43 -2.04
H -0.20 2.03 -1.40
H -1.21 -1.28 -0.51
H -1.20 -2.50 1.38

=====

# 5
Formula: C6H13N
Source: OMol25
Level of theory: ωB97M-V with the def2-TZVPD basis set

frontier orbital gap = 3.71 eV
DFT total energy = -7915.046 eV
HOMO = -6.140 eV
relative energy (zero: lowest compared OMol25 entry of this formula, charge and spin) = 7.787 eV

Cartesian coordinates (Å):
C 0.50 0.07 2.07
C -0.50 0.39 0.95
C 0.16 0.25 -0.48
C -0.81 0.16 -1.65
C -1.45 -1.03 -2.09
C -2.59 -1.12 -2.84
N 1.58 0.90 1.65
H -0.02 0.24 3.12
H 0.88 -1.01 1.97
H -0.60 1.45 0.89
H -1.44 -0.13 1.07
H 0.89 1.06 -0.58
H 0.61 -0.82 -0.47
H -1.11 1.08 -2.06
H 4.45 0.87 2.22
H -1.01 -2.00 -1.77
H -2.81 -2.17 -3.02
H -3.06 -0.19 -3.05
H 4.51 0.39 1.71
H 1.82 1.61 2.36

=====

# 6
Formula: C3H10N2
Source: OMol25
Level of theory: ωB97M-V with the def2-TZVPD basis set

SMILES = C=C.NCN
frontier orbital gap = 10.15 eV
DFT total energy = -6250.837 eV
HOMO = -9.203 eV
relative energy (zero: lowest compared OMol25 entry of this formula, charge and spin) = 2.592 eV

Cartesian coordinates (Å):
C 1.75 1.45 -2.05
C 2.74 2.22 -1.67
H 1.15 1.53 -2.99
H 1.62 0.72 -1.22
H 3.19 2.98 -2.18
H 3.01 1.77 -0.71
N -2.71 -1.71 1.01
C -1.61 -0.92 1.65
N -0.21 -0.90 1.28
H -3.34 -1.22 0.30
H -2.30 -2.49 0.40
H -1.90 0.21 1.66
H -1.71 -1.07 2.74
H 0.16 -1.85 1.42
H 0.15 -0.72 0.36